Entry 1:
23
Properties=species:S:1:pos:R:3 method="wB97M-V/def2-TZVPD" smiles=NCCCCO.O.O orbital_gap_ev=10.00
N 1.9779 -0.9210 0.2519
C 1.1356 -1.0879 -0.9710
C 0.6684 0.1226 -1.7258
C -0.2472 1.0915 -1.0078
C -1.5736 0.4096 -0.4926
O -2.6068 0.7756 -1.3976
H 1.7407 -0.0400 0.6932
H 2.9514 -1.0315 0.0159
H 1.6314 -1.8428 -1.5919
H 0.2165 -1.5565 -0.5704
H 0.3398 -0.1717 -2.7330
H 1.5485 0.7129 -2.0821
H -0.6606 1.8818 -1.6465
H 0.2439 1.4849 -0.1054
H -1.8410 0.8692 0.4676
H -1.3718 -0.6321 -0.2711
H -3.2376 0.0596 -1.3814
O -0.0975 -1.9548 2.1613
H -0.2800 -1.6538 1.2842
H 0.8087 -2.2842 2.1841
O 0.6457 1.6259 2.2364
H -0.1081 1.0893 2.4776
H 0.6353 2.5358 2.5678

---

Entry 2:
11
Properties=species:S:1:pos:R:3 method="wB97M-V/def2-TZVPD" charge=+1 smiles=[NH3+][C@]12C[C@@H]1O2 orbital_gap_ev=10.05
N -1.2413 0.5334 -0.4167
C 0.1891 0.3661 -0.1613
C 1.0906 -0.1694 0.9621
C 0.7636 -0.9884 -0.3035
O 1.0232 0.0969 -1.2596
H -1.5394 0.2006 -1.3098
H -1.5174 1.6525 -0.5501
H -1.6913 0.2205 0.4252
H 0.5777 -0.3711 1.9639
H 2.0118 0.4617 0.9925
H 0.3335 -2.0028 -0.3426

---

Entry 3:
7
Properties=species:S:1:pos:R:3 method="wB97M-V/def2-TZVPD" charge=+1 orbital_gap_ev=14.81
O 1.2298 -0.2845 0.2528
O -1.2394 0.0636 0.8232
F -0.0840 1.1565 -1.3055
F -0.6889 -1.3748 -0.9943
P -0.2221 -0.1713 -0.1904
H 2.0261 -0.0117 -0.3105
H -1.0215 0.6223 1.7246

---

Entry 4:
149
Properties=species:S:1:pos:R:3 method="wB97M-V/def2-TZVPD" smiles="CCOC(=O)C(F)(F)F.CCOC(=O)OC.CCOC(=O)OC.CCOC(=O)OC.CCOC(=O)OC.CCOC(=O)OC.CCOC(=O)OC.CCOC(=O)OC.CCOC(=O)OC.CCOC(=O)OC" orbital_gap_ev=10.98
C -0.0746 1.7923 1.8073
C -0.6927 1.1478 0.5939
O -0.0251 -0.0273 0.2072
C -0.3065 -0.6221 -0.9050
O -1.0869 -0.2378 -1.7345
C 0.3961 -1.9502 -1.0555
F 0.8792 -2.1460 -2.2778
F 1.3875 -2.0861 -0.1653
F -0.5152 -2.9174 -0.8302
H -0.1474 1.1182 2.6668
H -0.6640 2.6385 2.1565
H 0.9716 2.0385 1.6284
H -0.6813 1.8743 -0.2226
H -1.7595 1.0173 0.7893
C 4.6242 7.9601 -0.4545
C 3.9002 8.4020 0.8212
O 2.9839 7.3869 1.2367
C 3.4178 6.4040 2.0006
O 4.4576 6.3684 2.6135
O 2.4422 5.4918 2.1211
C 2.5240 4.5025 3.1487
H 5.0994 8.8825 -0.7975
H 3.8633 7.5892 -1.1354
H 5.4110 7.2388 -0.2492
H 3.2592 9.2678 0.6595
H 4.5792 8.6349 1.6437
H 3.5556 4.4678 3.5059
H 2.1195 3.6194 2.6726
H 1.9932 4.8514 4.0375
C -6.2741 6.3029 0.9863
C -5.6667 6.5431 -0.3727
O -4.9083 5.4257 -0.7990
C -3.5850 5.4260 -0.8209
O -2.9150 6.2962 -0.3244
O -3.1495 4.3574 -1.4499
C -1.8032 4.2723 -1.8527
H -6.5639 7.1818 1.5618
H -5.6203 5.6616 1.5786
H -7.2076 5.7299 0.9789
H -5.1008 7.4770 -0.4153
H -6.3809 6.7021 -1.1835
H -1.3884 5.2573 -2.0703
H -1.7579 3.7322 -2.7982
H -1.1673 3.7355 -1.1512
C 3.7178 -3.7283 -2.5763
C 3.7445 -4.5855 -3.8238
O 2.9911 -5.7625 -3.4635
C 2.0500 -6.2330 -4.2435
O 1.7273 -5.7660 -5.3148
O 1.4381 -7.2291 -3.6348
C 0.4209 -7.9442 -4.3135
H 4.1847 -2.7757 -2.8442
H 4.2467 -4.1470 -1.7264
H 2.6855 -3.4603 -2.3539
H 4.7622 -4.9790 -3.8804
H 3.4631 -3.9969 -4.6891
H -0.2963 -7.2774 -4.7953
H -0.0456 -8.6405 -3.6286
H 0.8669 -8.4712 -5.1609
C 3.0686 0.6752 3.3041
C 3.7838 0.0188 2.1329
O 3.2126 0.5574 0.9292
C 3.5004 -0.1265 -0.1900
O 3.8808 -1.2656 -0.2326
O 3.1851 0.6092 -1.2275
C 3.4802 0.1883 -2.5655
H 2.0868 0.2201 3.4459
H 2.8340 1.7006 3.0207
H 3.6155 0.6152 4.2409
H 3.6070 -1.0545 2.2087
H 4.8499 0.2315 2.0571
H 4.5463 -0.0188 -2.6194
H 3.2735 1.0481 -3.1979
H 2.8292 -0.6298 -2.8652
C 1.8432 -2.9535 8.3002
C 2.8432 -3.2297 7.1937
O 2.4566 -2.6222 5.9619
C 1.5986 -3.2960 5.1836
O 0.9482 -4.2515 5.4856
O 1.6581 -2.7157 3.9815
C 1.0352 -3.3998 2.9100
H 0.8055 -3.0691 7.9929
H 1.9785 -1.9808 8.7771
H 1.9572 -3.6839 9.1067
H 2.7536 -4.3082 7.0173
H 3.8838 -3.0716 7.4586
H 0.6539 -2.6342 2.2315
H 0.2232 -4.0503 3.2236
H 1.7486 -3.9255 2.2717
C -5.7577 -0.4594 -1.3080
C -4.8466 0.7307 -1.0410
O -5.2040 1.3161 0.2251
C -4.3756 2.1139 0.8405
O -3.2314 2.3898 0.5865
O -5.0242 2.6391 1.8979
C -4.3372 3.4887 2.7797
H -5.4458 -1.3471 -0.7524
H -5.8244 -0.7970 -2.3381
H -6.7421 -0.1865 -0.9197
H -4.9883 1.4870 -1.8128
H -3.8034 0.4148 -1.0064
H -3.7764 2.9370 3.5399
H -5.0201 4.1275 3.3374
H -3.6053 4.1408 2.2992
C -3.2891 -5.0686 -0.0296
C -3.8587 -5.2670 -1.4528
O -4.3353 -4.0582 -2.0393
C -3.7129 -3.3704 -2.9696
O -4.2197 -2.4164 -3.5066
O -2.4661 -3.8414 -3.1964
C -1.7213 -3.2026 -4.2457
H -4.1821 -4.8473 0.5611
H -2.6448 -4.1946 0.0077
H -2.8503 -6.0054 0.2984
H -4.6562 -6.0046 -1.4664
H -3.0383 -5.6641 -2.0491
H -2.2876 -3.2104 -5.1814
H -0.8924 -3.8870 -4.4043
H -1.5698 -2.1596 -3.9760
C -1.6284 3.2841 5.1811
C -2.3504 1.9658 5.3944
O -2.5126 1.3642 4.1085
C -2.9895 0.1047 4.0284
O -3.1764 -0.5942 4.9807
O -3.1699 -0.1477 2.7416
C -3.8230 -1.3795 2.4128
H -1.8282 3.9488 6.0254
H -2.0999 3.8988 4.4081
H -0.5783 3.1142 4.9644
H -3.2806 2.1099 5.9438
H -1.7127 1.3089 5.9877
H -3.1510 -1.8666 1.7067
H -4.7724 -1.1498 1.9310
H -4.0232 -2.0688 3.2298
C 1.4538 -1.8758 -5.3998
C 2.2411 -0.9287 -6.2755
O 3.3359 -1.4859 -6.9920
C 4.4033 -1.8229 -6.2884
O 4.6335 -1.5485 -5.1506
O 5.2004 -2.4880 -7.1473
C 6.4281 -2.8978 -6.6200
H 2.0588 -2.3464 -4.6185
H 1.0040 -2.7390 -5.8941
H 0.6791 -1.4441 -4.7634
H 2.5895 -0.1265 -5.6141
H 1.7021 -0.3181 -6.9978
H 7.1278 -2.0941 -6.3595
H 7.0497 -3.4539 -7.3229
H 6.3760 -3.5106 -5.7178

---

Entry 5:
23
Properties=species:S:1:pos:R:3 method="wB97M-V/def2-TZVPD" charge=+1 smiles="N=[S@](N)(=O)c1c[nH+]c2n1CCC2" orbital_gap_ev=10.65
N 2.1599 0.2340 2.2458
S 1.3981 1.2324 1.3881
N 2.2594 2.5461 0.9053
O 0.1542 1.7251 1.8534
C 0.7564 0.5610 -0.2814
C 0.9221 0.9599 -1.5784
N -0.0679 0.1129 -2.2143
C -0.8274 -0.5452 -1.3122
N -0.2902 -0.2927 -0.1301
C -0.9327 -1.0981 0.9532
C -2.3222 -1.4294 0.2201
C -1.9031 -1.5728 -1.2956
H 3.0247 0.0800 1.9019
H 2.0967 3.4166 1.4489
H 3.2281 2.2260 0.7879
H 1.8114 1.3161 -2.0549
H -0.3511 -0.0890 -3.1675
H -1.0423 -0.5511 1.9363
H -0.2881 -1.9772 1.0908
H -3.0228 -0.5413 0.1898
H -2.6389 -2.4386 0.6103
H -2.7446 -1.3291 -2.0076
H -1.3798 -2.5456 -1.4898

---

Entry 6:
17
Properties=species:S:1:pos:R:3 method="wB97M-V/def2-TZVPD" smiles="CN(O)O[C@@]1(N)CC1=O" orbital_gap_ev=8.86
C 0.0613 0.4454 -2.1560
N -0.4634 -0.2467 -0.9954
O -1.6431 -0.9093 -1.2772
O -0.6577 0.7985 0.1463
C 0.1410 0.2603 1.1579
N 0.6784 1.1611 2.0976
C -0.0937 -1.2136 1.5036
C 0.9953 -0.8864 0.5664
O 2.0926 -1.1989 0.1868
H -0.6441 1.1958 -2.5296
H 0.2542 -0.3026 -2.9250
H 0.9869 0.9341 -1.8665
H -2.2436 -0.3056 -1.7508
H 1.3636 1.7851 1.6880
H -0.0469 1.7102 2.5444
H 0.1957 -1.5242 2.4976
H -0.9763 -1.7031 1.1119

---

Entry 7:
8
Properties=species:S:1:pos:R:3 method="wB97M-V/def2-TZVPD" smiles="[H]/N=P/[P@@]12=P(=N1)N2" orbital_gap_ev=7.35
H -0.5251 0.1643 -2.4556
N -0.2668 0.2802 -1.4072
P 1.1978 0.8523 -1.0737
P 1.1155 0.3021 1.1187
P -0.6164 -1.3715 0.7446
N 0.9894 -1.3916 0.7759
N -0.5947 0.2000 1.3100
H -1.2997 0.9642 0.9873